16
Properties=species:S:1:pos:R:3:forces:R:3:lowdin_charge:R:1 method="wB97M-V/def2-TZVPD" max_force_ev_per_a=1.1 homo_lumo_gap_ev=10.52 relative_energy_ev=0.8931 energy_ev=-9774.6461
C 0.8967 1.2365 1.1165 0.24 -0.11 -0.05 -0.0389
C -0.2823 1.1017 0.2192 0.20 -0.35 0.05 -0.4811
N -0.6635 2.0597 -0.4918 -0.40 0.95 -0.36 0.1529
H -1.4918 1.8987 -1.0704 0.22 -0.31 0.20 0.0578
H 2.6050 0.8152 -1.9289 -0.35 -1.02 0.32 0.0346
H 0.5710 1.1568 2.1528 0.00 -0.02 0.07 0.0838
H 1.5986 0.4296 0.9132 0.06 -0.01 0.07 0.0651
H 1.3706 2.1975 0.9484 0.02 0.02 0.00 0.0787
C -0.3933 -1.3461 -0.0892 -0.33 0.01 -0.01 -0.6091
N -1.3076 -2.3650 -0.1417 -0.18 -0.28 -0.02 0.1517
O 0.7621 -1.4881 -0.4017 0.55 0.00 0.04 0.0400
N -0.9631 -0.1413 0.2979 -0.69 -0.03 -0.03 0.1119
H 2.3554 0.1157 -1.6976 0.35 1.03 -0.32 0.0149
H -0.9301 -3.2857 -0.2925 0.02 0.09 0.00 0.1064
H -2.1725 -2.3083 0.3673 0.08 0.00 0.05 0.0953
H -1.9551 -0.0769 0.0984 0.21 0.05 0.00 0.1360